Record 1
{"formula": "C3H6N2S2", "method": "the ωB97M-V functional and the def2-TZVPD basis", "species": ["C", "C", "C", "H", "H", "H", "H", "H", "H", "N", "N", "S", "S"], "positions_angstrom": [[-1.00336, -0.49056, -0.47179], [-0.09787, -1.35373, 0.60620], [1.03332, 0.48824, -0.01680], [0.10834, 3.21784, -0.39514], [-2.07734, -0.25649, -0.04138], [-1.37600, -0.92640, -1.38266], [-0.96828, -1.62744, 1.52217], [0.28155, -2.34990, 0.13665], [2.03315, -0.69000, 1.36349], [-0.09626, 0.58464, -0.70154], [1.11154, -0.52515, 0.84107], [-0.81355, 2.00030, -1.32847], [1.86477, 1.92865, -0.13179]], "homo_energy_ev": -7.88, "mol_weight_da": 134.23, "orbital_gap_ev": 8.26, "lumo_energy_ev": 0.380, "total_energy_ev": -27855.2143, "total_charge": 0, "fmax_ev_per_a": 4.095}

***

Record 2
{"formula": "C3H6N2S4", "method": "the ωB97M-V functional and the def2-TZVPD basis", "species": ["C", "C", "C", "N", "N", "S", "S", "S", "S", "H", "H", "H", "H", "H", "H"], "positions_angstrom": [[-0.80188, 0.79228, -0.88681], [0.25903, 1.33185, 0.07861], [-1.43446, -0.47598, -0.41127], [1.41549, 0.44982, 0.10450], [1.21805, -0.67406, 0.67579], [2.81334, 0.91215, -0.60038], [2.47943, -1.72280, 0.67144], [-1.49417, -1.83231, -1.30599], [-2.15863, -0.37616, 1.18024], [-1.57804, 1.55474, -0.99774], [-0.34801, 0.61494, -1.86349], [0.60366, 2.30990, -0.25780], [-0.14762, 1.40858, 1.09067], [1.75767, -2.65660, 1.30813], [-2.58387, -1.63635, 1.21410]], "homo_energy_ev": [-6.74, -8.66], "multiplicity": 3, "mol_weight_da": 198.36, "orbital_gap_ev": [6.58, 6.26], "lumo_energy_ev": [-0.168, -2.405], "total_energy_ev": -49525.1885, "total_charge": 0, "fmax_ev_per_a": 5.622}

***

Record 3
{"formula": "C3H6N3", "method": "the ωB97M-V functional and the def2-TZVPD basis", "species": ["C", "C", "C", "N", "N", "N", "H", "H", "H", "H", "H", "H"], "positions_angstrom": [[-0.15908, -1.47147, -2.16978], [0.14799, -0.38517, -0.59166], [-0.62208, 1.17513, 1.03928], [-0.89397, -0.63227, -1.43135], [1.10039, -1.22316, -1.50660], [0.31419, 0.24906, 0.51847], [-0.17737, -2.06903, -3.01268], [-1.28723, 0.51680, 1.51622], [-0.28368, 2.03326, 1.62021], [-1.27539, 1.54780, 0.26487], [1.94427, -1.77605, -1.36881], [1.20030, 0.04367, 1.09159]], "homo_energy_ev": -14.99, "mol_weight_da": 84.10, "orbital_gap_ev": 9.22, "lumo_energy_ev": -5.771, "total_energy_ev": -7668.6853, "total_charge": 1, "fmax_ev_per_a": 6.464}

***

Record 4
{"formula": "C3H6N3", "method": "the ωB97M-V functional and the def2-TZVPD basis", "species": ["C", "N", "N", "C", "N", "C", "H", "H", "H", "H", "H", "H"], "positions_angstrom": [[1.75474, -0.01547, -0.00644], [0.35323, 0.04710, 0.07607], [-0.35372, -0.10729, 1.10144], [-1.72101, -0.02599, 0.84173], [-1.64268, 0.10998, -0.91583], [-0.40402, 0.14443, -1.15601], [2.34055, 0.53047, 0.68384], [1.93286, 0.24795, -1.04544], [2.17964, -1.07657, 0.20953], [-2.17549, 0.94227, 1.31571], [-2.31718, -0.90570, 0.95648], [0.05308, 0.10882, -2.06107]], "homo_energy_ev": -16.16, "mol_weight_da": 84.10, "orbital_gap_ev": 9.45, "lumo_energy_ev": -6.714, "total_energy_ev": -7668.0914, "total_charge": 1, "fmax_ev_per_a": 5.286}

***

Record 5
{"formula": "C3H6N3", "method": "the ωB97M-V functional and the def2-TZVPD basis", "species": ["C", "C", "C", "N", "N", "N", "H", "H", "H", "H", "H", "H"], "positions_angstrom": [[-0.22726, -1.08161, -0.03605], [0.52506, 0.63783, 1.65040], [-0.47831, -0.17958, -1.99322], [0.21368, 0.25632, 0.30840], [0.30024, 1.03964, -0.66310], [-0.58912, -1.23471, -1.20641], [-0.34865, -1.91459, 0.60131], [1.40113, 0.13782, 2.04096], [-0.17337, 0.23396, 2.46394], [0.85381, 1.59177, 1.71299], [0.01063, 0.14397, -2.87783], [-1.48786, 0.36918, -2.00138]], "homo_energy_ev": -16.00, "mol_weight_da": 84.10, "orbital_gap_ev": 9.98, "lumo_energy_ev": -6.022, "total_energy_ev": -7667.4522, "total_charge": 1, "fmax_ev_per_a": 5.772}

***

Record 6
{"formula": "C3H6N3O", "method": "the ωB97M-V functional and the def2-TZVPD basis", "species": ["N", "N", "C", "O", "C", "N", "C", "H", "H", "H", "H", "H", "H"], "positions_angstrom": [[0.13518, 0.82061, 1.23068], [0.13164, 0.10098, 0.07453], [1.10332, 0.00601, -0.79948], [2.34251, 0.37916, -0.54519], [0.52213, -0.70221, -1.99041], [-0.68147, -1.06590, -1.76696], [-1.03531, -0.77274, -0.45376], [0.44440, 0.15399, 1.91874], [-0.77330, 1.25404, 1.37961], [2.44420, 0.67612, 0.36459], [1.08818, -0.86901, -2.86065], [-1.97182, -0.19509, -0.19608], [-1.16642, -1.65895, 0.20695]], "homo_energy_ev": -15.48, "mol_weight_da": 100.10, "orbital_gap_ev": 10.19, "lumo_energy_ev": -5.293, "total_energy_ev": -9717.3636, "total_charge": 1, "fmax_ev_per_a": 3.123}

***

Record 7
{"formula": "C3H6N3O", "method": "the ωB97M-V functional and the def2-TZVPD basis", "species": ["C", "C", "C", "N", "N", "N", "O", "H", "H", "H", "H", "H", "H"], "positions_angstrom": [[2.45444, 0.45301, -0.02460], [-2.00506, 0.37713, 0.06025], [-0.52490, -0.03157, -0.08581], [0.10782, -2.35241, -0.16136], [-0.21318, -1.22244, -0.11047], [2.26667, 1.59739, -0.21567], [2.71464, -0.59446, 0.42013], [-2.40725, 0.41693, -0.93779], [-2.20225, 1.40195, 0.52754], [-2.69289, -0.19692, 0.74667], [0.20774, 0.74877, -0.00357], [0.28021, -2.87340, 0.69262], [2.01402, 2.27601, -0.90795]], "homo_energy_ev": -15.28, "mol_weight_da": 100.10, "orbital_gap_ev": 9.29, "lumo_energy_ev": -5.984, "total_energy_ev": -9715.7939, "total_charge": 1, "fmax_ev_per_a": 3.237}

***

Record 8
{"formula": "C3H6N3O", "method": "the ωB97M-V functional and the def2-TZVPD basis", "species": ["C", "C", "C", "N", "N", "N", "O", "H", "H", "H", "H", "H", "H"], "positions_angstrom": [[0.93279, 1.23698, 0.14230], [-2.49525, -0.38214, -0.07841], [-0.07869, -0.95143, -0.00998], [-0.09365, 1.95672, -0.00156], [-1.25665, -0.15172, 0.01923], [1.03345, -0.05888, 0.00852], [-3.55609, 0.16773, 0.07696], [1.88115, 1.69973, 0.38332], [-2.57784, -1.42006, -0.45800], [-0.20308, -1.77058, 0.78372], [-0.22172, -1.42970, -1.04136], [-0.60682, 2.74430, 0.30230], [1.97629, -0.35634, 0.19175]], "homo_energy_ev": [-14.42, -14.64], "mol_weight_da": 100.10, "orbital_gap_ev": [6.22, 6.54], "lumo_energy_ev": [-8.199, -8.103], "total_energy_ev": -9713.3772, "total_charge": 1, "fmax_ev_per_a": 4.384}

***

Record 9
{"formula": "C3H6N3O2P", "method": "the ωB97M-V functional and the def2-TZVPD basis", "species": ["N", "P", "O", "C", "C", "N", "C", "O", "N", "H", "H", "H", "H", "H", "H"], "positions_angstrom": [[-0.00834, -1.69838, 1.35881], [0.08118, -0.13481, 0.80715], [0.18580, 0.62435, 2.29197], [1.43392, 0.21605, -0.33423], [1.00656, 0.60569, -1.57488], [-0.19933, 0.74327, -2.13271], [-1.32236, 0.47816, -1.58192], [-2.45847, 0.28133, -1.90609], [-1.22127, 0.37212, 0.01541], [-0.58645, -2.23746, 0.79258], [0.89941, -2.16176, 1.50539], [0.00619, 1.58355, 2.46943], [2.44551, 0.18640, -0.06159], [1.83514, 0.64448, -2.23038], [-2.09747, 0.49701, 0.58106]], "homo_energy_ev": -8.54, "mol_weight_da": 147.07, "orbital_gap_ev": 8.87, "lumo_energy_ev": 0.330, "total_energy_ev": -21062.7612, "total_charge": 0, "fmax_ev_per_a": 3.638}

***

Record 10
{"formula": "C3H6N3O2S", "method": "the ωB97M-V functional and the def2-TZVPD basis", "species": ["C", "N", "C", "N", "S", "O", "O", "C", "N", "H", "H", "H", "H", "H", "H"], "positions_angstrom": [[1.13665, -1.07649, -1.06399], [1.43041, 0.15774, -0.53182], [0.49749, 1.01896, -0.09788], [0.85368, 2.15085, 0.61028], [-1.19290, 0.45016, -0.13488], [-1.97605, 1.24408, 0.74121], [-1.69286, 0.01139, -1.39141], [-0.98904, -1.38012, 0.38924], [-1.81364, -2.09897, 0.82923], [1.80723, -1.91475, -1.21934], [0.39210, -1.04347, -1.76233], [2.36264, 0.19703, -0.22418], [1.53044, 2.13755, 1.39824], [0.13652, 2.76396, 1.08693], [-2.48268, -2.61791, 1.37070]], "homo_energy_ev": -12.51, "mol_weight_da": 148.17, "orbital_gap_ev": 7.16, "lumo_energy_ev": -5.344, "total_energy_ev": -22596.2086, "total_charge": 1, "fmax_ev_per_a": 3.009}

***

Record 11
{"formula": "C3H6N3O4", "method": "the ωB97M-V functional and the def2-TZVPD basis", "species": ["C", "C", "C", "N", "N", "N", "O", "O", "O", "O", "H", "H", "H", "H", "H", "H"], "positions_angstrom": [[1.12938, 0.12777, 0.11070], [0.81327, -2.21246, -1.80116], [0.90910, 0.81251, 1.38660], [3.66594, 3.73971, 1.33785], [0.11486, -1.32304, -1.33757], [2.32797, 0.34000, -0.49659], [2.91881, 4.80420, 1.28718], [3.45899, 2.92670, 0.44537], [0.16008, -0.61407, -0.22638], [1.09305, -3.19090, -2.35649], [0.17575, 1.60297, 1.34518], [0.32068, 0.11827, 1.99870], [1.81064, 1.21458, 1.80402], [2.46648, -0.01695, -1.39446], [2.12281, 4.85694, 0.71430], [2.98233, 1.06678, 0.08104]], "homo_energy_ev": -14.90, "mol_weight_da": 148.10, "orbital_gap_ev": 10.67, "lumo_energy_ev": -4.228, "total_energy_ev": -15855.4587, "total_charge": 1, "fmax_ev_per_a": 4.970}

***

Record 12
{"formula": "C3H6N4", "method": "the ωB97M-V functional and the def2-TZVPD basis", "species": ["C", "C", "C", "H", "H", "H", "H", "H", "H", "N", "N", "N", "N"], "positions_angstrom": [[1.06682, 0.54396, -0.74273], [-0.27429, -0.54271, 1.54073], [-0.79715, -0.44622, -1.01920], [1.51359, -0.86283, -1.13339], [0.36996, 1.38977, -1.83415], [2.11115, 1.26845, 0.34334], [-1.46074, 1.33790, 1.19820], [0.24365, -0.66695, 2.47853], [-1.13247, -0.33867, -2.03194], [-0.34720, 0.76003, -0.28724], [-0.69780, 0.70151, 1.07369], [-0.05240, -1.60553, 0.83954], [-0.54312, -1.53870, -0.42538]], "homo_energy_ev": -9.07, "mol_weight_da": 98.11, "orbital_gap_ev": 9.10, "lumo_energy_ev": 0.022, "total_energy_ev": -9157.9865, "total_charge": 0, "fmax_ev_per_a": 4.923}

***

Record 13
{"formula": "C3H6N4", "method": "the ωB97M-V functional and the def2-TZVPD basis", "species": ["H", "N", "N", "H", "C", "C", "N", "N", "C", "H", "H", "H", "H"], "positions_angstrom": [[0.05954, -1.63151, -1.93721], [-0.55132, -2.50654, -1.94574], [-0.10435, -3.41896, -1.29273], [0.75141, -3.16459, -0.76214], [1.02433, 1.40876, 0.70080], [1.01847, 0.25620, -0.15561], [-0.20795, -0.16547, -0.28473], [-0.94508, 0.65634, 0.45197], [-0.27495, 1.63463, 1.10943], [1.88890, 1.89455, 1.04324], [1.63282, -0.36720, -0.82409], [-1.99995, 0.63340, 0.36673], [-0.94319, 2.29607, 1.63361]], "homo_energy_ev": -8.75, "mol_weight_da": 98.11, "orbital_gap_ev": 9.56, "lumo_energy_ev": 0.808, "total_energy_ev": -9165.5836, "total_charge": 0, "fmax_ev_per_a": 3.317}

***

Record 14
{"formula": "C3H6N4", "method": "the ωB97M-V functional and the def2-TZVPD basis", "species": ["C", "C", "C", "N", "N", "N", "N", "H", "H", "H", "H", "H", "H"], "positions_angstrom": [[2.17118, 1.18744, -0.53981], [-2.05158, -0.14932, -0.42767], [1.32209, 0.72106, 0.38213], [0.56257, -0.39151, 0.33378], [-0.03972, -1.88306, -1.36550], [-1.45792, 0.73953, 0.00440], [0.33561, -1.17138, -0.55203], [2.54160, 2.19280, -0.23003], [2.80182, 0.69066, -1.21494], [-2.34424, -1.07207, -0.81419], [-2.13396, -0.87988, 1.67608], [1.00490, 1.32946, 1.22825], [-2.71236, -1.31375, 1.51953]], "homo_energy_ev": -8.91, "mol_weight_da": 98.11, "orbital_gap_ev": 9.66, "lumo_energy_ev": 0.753, "total_energy_ev": -9163.0357, "total_charge": 0, "fmax_ev_per_a": 3.367}

***

Record 15
{"formula": "C3H6N4", "method": "the ωB97M-V functional and the def2-TZVPD basis", "species": ["C", "C", "C", "H", "H", "H", "H", "H", "H", "N", "N", "N", "N"], "positions_angstrom": [[-0.26559, -0.15742, -2.17935], [-1.04288, 0.78550, 0.68476], [0.67556, -0.72384, 1.18652], [0.75054, 0.32452, -3.02960], [-1.41919, -0.28595, -2.16023], [-1.30259, 1.06739, 1.86071], [-0.70810, 1.98860, -0.88056], [0.09675, -0.32821, 2.11668], [2.19676, -1.46272, 0.20099], [0.39784, -0.25281, -1.00334], [-0.33088, -0.57865, 0.26578], [-1.39858, 1.87898, 0.01875], [1.92923, -1.15167, 1.25315]], "homo_energy_ev": -9.95, "mol_weight_da": 98.11, "orbital_gap_ev": 10.09, "lumo_energy_ev": 0.140, "total_energy_ev": -9161.8668, "total_charge": 0, "fmax_ev_per_a": 5.551}

***

Record 16
{"formula": "C3H6N4", "method": "the ωB97M-V functional and the def2-TZVPD basis", "species": ["C", "C", "C", "N", "N", "N", "N", "H", "H", "H", "H", "H", "H"], "positions_angstrom": [[-2.94654, 0.92846, -0.02563], [0.66876, -1.81846, 0.05970], [1.71606, 1.15498, 0.08813], [-1.36409, -0.82428, -0.06042], [-2.06298, 0.16888, 0.04946], [0.27448, 0.61886, 0.14939], [0.04531, -0.64173, 0.02170], [-3.94348, 1.30913, -0.06221], [1.76058, -1.88040, -0.29101], [0.07031, -2.73320, -0.09033], [1.61911, 2.09337, 0.47589], [2.25555, 0.46775, 0.71249], [1.90693, 1.15664, -1.02717]], "homo_energy_ev": -7.54, "mol_weight_da": 98.11, "orbital_gap_ev": 8.09, "lumo_energy_ev": 0.547, "total_energy_ev": -9161.1525, "total_charge": 0, "fmax_ev_per_a": 5.624}

***

Record 17
{"formula": "C3H6N4", "method": "the ωB97M-V functional and the def2-TZVPD basis", "species": ["C", "C", "C", "N", "N", "N", "N", "H", "H", "H", "H", "H", "H"], "positions_angstrom": [[-0.41147, -0.94323, 1.68253], [0.04966, -1.94791, 0.85324], [0.02457, -0.13588, -0.25533], [-0.33340, 0.26776, 0.91366], [0.30174, -1.43299, -0.37164], [-0.27955, 2.40783, -1.13033], [0.19645, 1.20911, -1.61391], [-0.94414, -0.95899, 2.61545], [0.30962, -2.90963, 1.07900], [0.82309, -1.76348, -1.12801], [-1.27534, 2.38119, -0.75901], [0.38711, 2.70644, -0.41874], [1.15166, 1.11976, -1.46689]], "homo_energy_ev": -8.60, "mol_weight_da": 98.11, "orbital_gap_ev": 9.46, "lumo_energy_ev": 0.865, "total_energy_ev": -9165.2516, "total_charge": 0, "fmax_ev_per_a": 5.379}

***

Record 18
{"formula": "C3H6N4O", "method": "the ωB97M-V functional and the def2-TZVPD basis", "species": ["C", "N", "N", "C", "C", "N", "N", "O", "H", "H", "H", "H", "H", "H"], "positions_angstrom": [[0.66596, 1.68308, -1.48792], [0.56908, 0.23541, -1.51069], [1.61690, -0.08498, -0.42594], [0.88766, -0.56678, 0.57461], [-0.45204, -0.67606, 0.06361], [-1.60328, -0.98622, 0.56243], [-1.12225, -1.66601, 1.80551], [-0.52048, 0.00678, -1.06628], [0.36866, 2.05818, -0.40779], [1.74399, 2.45034, -1.57861], [0.11001, 2.13779, -2.36344], [1.08297, -0.81872, 1.52587], [-1.66765, -1.19395, 2.66798], [-1.67953, -2.57886, 1.64068]], "homo_energy_ev": -8.79, "mol_weight_da": 114.11, "orbital_gap_ev": 8.87, "lumo_energy_ev": 0.079, "total_energy_ev": -11208.7062, "total_charge": 0, "fmax_ev_per_a": 13.647}

***

Record 19
{"formula": "C3H6N4O", "method": "the ωB97M-V functional and the def2-TZVPD basis", "species": ["O", "N", "C", "N", "C", "C", "N", "N", "H", "H", "H", "H", "H", "H"], "positions_angstrom": [[0.53306, 2.54458, 1.36272], [1.15194, 1.74985, 0.35188], [0.43064, 0.48873, 0.13344], [1.06586, -0.49847, -0.40320], [0.25048, -1.64436, -0.75069], [-1.18120, -1.28753, -0.85923], [-1.74332, -0.28025, -0.36258], [-0.87618, 0.52421, 0.32243], [0.59525, 2.00795, 2.19078], [2.14413, 1.48799, 0.58536], [0.66134, -2.11703, -1.71035], [0.22721, -2.40204, 0.03875], [-1.86175, -1.88764, -1.39301], [-1.39746, 1.31402, 0.49370]], "homo_energy_ev": -8.74, "mol_weight_da": 114.11, "orbital_gap_ev": 9.41, "lumo_energy_ev": 0.666, "total_energy_ev": -11212.9430, "total_charge": 0, "fmax_ev_per_a": 3.406}